Record 1
Here is the molecule C4H8O3 from OMol25. Energies are from ωB97M-V/def2-TZVPD.

Structure (XYZ):
```
15
Properties=species:S:1:pos:R:3:forces:R:3
H 2.740 -0.208 -0.656 0.0 0.0 0.1
H -1.423 0.454 -1.898 0.0 0.1 0.1
H 2.610 -1.072 0.895 0.0 0.1 -0.1
O 1.128 0.345 0.539 -0.2 0.0 0.0
H -0.888 1.865 -0.950 -0.1 -0.1 0.0
H 3.094 0.657 0.877 -0.1 -0.1 -0.1
O -2.104 -1.042 0.264 0.0 -0.2 -0.1
H -2.579 1.314 -0.861 0.2 -0.1 0.0
H -1.689 -1.744 -0.263 -0.1 0.0 0.1
C 0.200 -0.488 0.066 0.0 -0.3 -0.2
C -1.216 0.045 0.217 0.1 0.2 0.1
C -1.539 0.985 -0.947 0.0 0.0 -0.1
H -1.291 0.588 1.164 0.0 -0.1 -0.1
C 2.480 -0.106 0.400 0.2 0.0 0.0
O 0.440 -1.552 -0.462 0.0 0.4 0.2
```
Positions in Å, forces in eV/Å.

The highest occupied orbital energy comes out at -0.3854 Eh. Its relative energy (zero: lowest compared OMol25 entry of this formula, charge and spin) is 17.0 kcal/mol. The SMILES is COC(=O)[C@@H](C)O.


Record 2
Here is a cluster of 2 separate species, C9H13O in total in a non-equilibrium geometry from OMol25. Energies are from ωB97M-V/def2-TZVPD.

Structure (XYZ):
```
23
Properties=species:S:1:pos:R:3:forces:R:3
H 0.065 -1.644 3.138 0.2 -0.1 -0.2
C -1.876 1.049 -1.770 1.6 0.8 -0.7
H 3.954 0.619 -0.605 -1.7 -1.5 0.0
H -1.048 -2.241 1.904 0.0 -0.2 -1.1
C -0.881 0.199 0.705 -0.5 1.9 -0.2
H 2.613 -1.010 -2.367 0.6 -0.2 0.0
C -2.139 -0.271 0.243 0.5 -0.8 2.2
H -0.313 2.482 0.528 -0.1 -2.7 -0.6
H -2.128 1.158 -2.788 -0.7 0.5 -0.9
O -0.252 -0.209 1.769 0.0 -0.3 -1.6
C -0.730 1.636 -1.333 -1.9 -1.6 0.7
H -2.698 -0.986 0.950 0.7 1.2 -1.6
H -1.565 -0.987 3.111 0.9 -0.9 -0.9
C -0.720 -1.379 2.440 -1.4 1.3 3.4
C 2.381 -0.822 -1.332 -1.2 0.0 0.7
H 0.864 1.186 0.092 -0.4 0.4 -0.6
H -3.629 -0.226 -1.261 1.7 1.1 0.2
H 2.440 0.182 0.380 -0.5 0.2 2.3
C 3.000 -0.023 -0.460 1.8 0.8 -2.5
C -0.221 1.390 -0.007 0.2 0.5 2.4
H 1.405 -1.295 -0.998 1.2 0.5 -0.4
H -0.328 2.401 -1.878 1.4 1.6 -1.5
C -2.609 0.218 -0.953 -2.4 -2.7 0.8
```
Positions in Å, forces in eV/Å.

As for the total charge: +1. The highest occupied orbital energy comes out at -0.4901 Eh. Its relative energy (zero: lowest compared OMol25 entry of this formula, charge and spin) is 48.9 kcal/mol.


Record 3
Here is a structure of composition C26H18BrCsF6N2O6S3Sb from OMol25. Energies are from ωB97M-V/def2-TZVPD.

Structure (XYZ):
```
64
Properties=species:S:1:pos:R:3:forces:R:3
C -0.005 6.952 -1.024 0.0 0.0 0.0
O -0.496 0.152 2.100 0.1 -0.1 -0.2
Br 6.715 -5.237 0.821 0.0 0.0 0.0
C 0.572 6.032 -1.891 0.0 0.0 0.0
H 3.880 -0.346 -0.399 0.0 0.0 0.0
C 1.316 1.797 0.154 0.0 0.0 0.0
H 1.343 6.347 -2.583 0.0 0.0 0.0
H 0.317 7.986 -1.044 0.0 0.0 0.0
C 2.647 -5.702 0.189 0.0 0.0 -0.1
F -1.735 -3.484 4.488 -0.1 0.0 0.0
C -2.819 0.555 -4.703 0.0 0.0 0.0
Cs -0.372 -2.586 0.604 0.1 0.0 -0.1
H 2.236 -1.270 -2.010 0.0 0.0 0.0
C 0.165 4.706 -1.864 0.0 0.0 0.0
C 4.941 -5.916 0.748 0.0 0.0 0.0
C 1.998 -0.392 -1.422 -0.1 0.0 0.0
C -2.982 -3.007 4.494 0.0 0.0 0.0
C 1.473 -4.913 -0.401 0.5 -0.2 -0.1
H -2.979 -0.439 -5.101 0.0 0.0 0.0
C -2.909 2.942 -4.959 0.0 0.0 0.0
F -3.306 -2.684 5.748 0.0 0.0 0.0
H -3.472 1.548 -6.488 0.0 0.0 0.0
C -2.131 1.983 -2.888 0.0 0.1 0.1
H -2.167 4.891 0.589 0.0 0.0 0.0
O -4.467 -1.089 3.601 0.1 0.0 0.0
O 1.786 -3.864 -1.013 -0.1 0.2 0.1
F -0.913 2.104 4.219 0.0 0.0 0.0
S -0.610 -0.382 3.430 -0.1 0.1 0.3
S -3.135 -1.557 3.371 -0.5 -0.2 -0.2
C -0.827 4.305 -0.973 0.0 0.0 0.1
O 0.282 -1.455 3.782 0.0 0.0 -0.1
C -0.175 1.039 4.511 0.1 0.0 0.1
Sb -1.474 2.288 -0.888 0.0 -0.1 -0.1
N 3.461 -7.715 1.219 0.0 0.0 0.0
H -2.278 4.097 -3.268 0.0 0.0 0.0
F -3.806 -3.978 4.084 0.0 0.0 0.0
C 3.922 -5.159 0.205 0.0 0.0 0.0
C 0.746 0.202 -1.549 0.0 -0.1 -0.1
F 1.112 1.349 4.301 0.0 0.0 0.0
C 2.473 -6.979 0.708 0.0 0.0 0.0
F -0.326 0.749 5.802 0.0 0.0 0.0
C -0.988 6.550 -0.131 0.0 0.0 0.0
H 1.481 -7.411 0.705 0.0 0.0 0.0
O -2.821 -2.120 2.075 0.1 0.2 0.3
C 0.396 1.295 -0.765 0.1 0.1 0.1
H 0.623 3.987 -2.535 0.0 0.0 0.0
C 2.908 0.117 -0.509 0.0 0.0 0.0
H -3.138 3.815 -5.557 0.0 0.0 0.0
H 4.082 -4.172 -0.206 0.0 0.0 0.0
O 0.337 -5.376 -0.190 -0.2 0.1 0.0
C -2.343 0.710 -3.409 -0.1 0.0 0.0
H 3.269 1.597 1.005 0.0 0.0 0.0
C -1.401 5.224 -0.104 0.0 0.0 0.0
H 0.048 -0.212 -2.267 0.0 0.0 0.0
C -2.426 3.100 -3.666 0.1 -0.1 -0.1
H -2.167 -0.171 -2.803 0.0 0.0 0.0
S -3.028 1.944 0.672 0.0 0.0 0.0
H 1.053 2.633 0.792 0.0 0.0 0.0
C 2.566 1.209 0.278 0.0 0.0 0.0
C 4.681 -7.184 1.240 -0.1 0.0 0.0
H 5.477 -7.786 1.662 0.0 0.0 0.0
C -3.098 1.671 -5.479 0.0 0.0 0.0
N -2.080 -0.562 3.947 0.0 0.1 0.0
H -1.432 7.269 0.547 0.0 0.0 0.0
```
Positions in Å, forces in eV/Å.

As for the total charge: -1. The highest occupied orbital energy comes out at -0.2315 Eh. Its relative energy (zero: lowest compared OMol25 entry of this formula, charge and spin) is 1.2 kcal/mol.


Record 4
Here is a structure of composition C16H14BrFOs in a non-equilibrium geometry from OMol25. Energies are from ωB97M-V/def2-TZVPD.

Structure (XYZ):
```
33
Properties=species:S:1:pos:R:3:forces:R:3
C -0.716 0.097 1.392 -0.8 -1.0 -2.6
H 1.333 1.629 -3.059 0.0 0.1 -0.1
H 1.162 2.049 3.417 -0.1 -0.2 0.1
C -2.776 -2.157 -0.965 -2.3 -1.6 -1.3
C 3.627 0.047 -1.198 -0.4 1.4 1.2
H 1.200 1.051 1.096 -0.2 -0.1 0.3
C -2.885 -0.736 -1.088 -1.8 0.3 -0.2
C -1.810 -0.122 2.188 -0.3 0.5 1.2
H -2.706 0.265 4.135 0.3 0.1 0.0
C -0.736 1.148 3.903 -0.4 0.1 0.2
H 4.367 -0.709 -0.965 -0.2 0.1 0.0
C 0.352 1.411 3.073 0.0 -0.1 -0.4
C 2.059 1.315 -2.329 1.1 -3.2 -1.2
C -1.682 -2.577 -1.776 -1.4 -1.7 -2.2
H 2.127 3.020 -0.892 -0.2 0.1 0.2
H -1.334 -3.597 -1.931 -0.1 0.4 0.3
H 3.819 1.492 0.520 -0.3 -0.2 -0.7
Br 1.149 -1.992 0.351 0.4 -0.7 -0.3
H -3.404 -2.821 -0.384 0.1 0.2 -0.1
C 2.415 2.017 -1.145 1.4 -1.0 1.2
H -2.637 -0.713 1.774 0.1 0.3 0.6
C -1.117 -1.415 -2.389 0.0 -0.6 -3.0
C -1.873 -0.288 -1.980 -0.1 1.4 -1.7
H -0.269 -1.401 -3.068 -0.2 -0.1 0.3
F -0.752 1.680 5.175 0.1 -0.3 -0.9
H -3.580 -0.072 -0.605 -0.1 -0.1 0.1
C -1.843 0.408 3.490 0.2 0.0 -0.2
H -1.675 0.738 -2.249 -0.1 -0.1 0.0
C 3.324 1.206 -0.421 0.6 0.2 0.0
C 0.369 0.869 1.776 -0.4 0.4 1.0
Os -1.035 -1.247 -0.356 7.2 3.1 8.9
C 2.798 0.091 -2.365 -2.0 2.2 -0.9
H 2.730 -0.686 -3.123 0.0 0.3 0.2
```
Positions in Å, forces in eV/Å.

As for the multiplicity: 5. The highest occupied orbital energy (spin up / spin down) comes out at -0.2480 / -0.2970 Eh.


Record 5
Here is a cluster of 2 separate species, CH6NO3P in total in a non-equilibrium geometry from OMol25. Energies are from ωB97M-V/def2-TZVPD.

Structure (XYZ):
```
12
Properties=species:S:1:pos:R:3:forces:R:3
H 0.357 1.757 -1.166 0.4 0.7 0.1
H -0.117 -1.112 1.325 -0.2 -1.8 -0.6
O -0.257 0.310 -0.097 -1.2 -0.1 -1.2
O -1.038 2.704 2.345 0.7 0.8 1.3
H 1.394 -0.360 0.842 1.4 0.2 0.5
O -2.426 1.812 0.646 -4.7 3.0 0.3
H 0.197 0.502 -2.043 -1.2 -1.4 -1.2
C 0.376 -0.213 1.062 -2.0 1.0 0.6
N 0.574 0.775 -1.182 1.1 0.7 2.7
H -0.044 0.343 1.953 1.8 0.5 -0.8
H -1.704 1.264 0.573 3.4 -2.3 -0.5
P -2.376 2.939 1.801 0.6 -1.5 -1.2
```
Positions in Å, forces in eV/Å.

The highest occupied orbital energy comes out at -0.3743 Eh. Its relative energy (zero: lowest compared OMol25 entry of this formula, charge and spin) is 57.4 kcal/mol. The SMILES is O=PO.CON.


Record 6
Here is the ion C2N2O3P with charge -1 in a non-equilibrium geometry from OMol25. Energies are from ωB97M-V/def2-TZVPD.

Structure (XYZ):
```
8
Properties=species:S:1:pos:R:3:forces:R:3
C -1.625 -0.640 -0.304 0.9 -0.1 0.0
C 1.016 1.851 0.152 0.1 -3.1 -0.5
N -2.720 -0.559 -0.625 -0.7 0.2 -0.1
O 0.202 -1.442 1.477 -0.3 0.8 0.2
P 0.089 -1.034 0.077 2.2 0.5 -1.3
O 0.880 0.714 -0.418 -1.3 -0.4 0.6
O 0.786 -1.690 -1.042 -1.0 0.0 0.3
N 1.372 2.800 0.681 0.1 2.1 0.8
```
Positions in Å, forces in eV/Å.

As for the total charge: -1. The highest occupied orbital energy comes out at -0.2473 Eh. The SMILES is N#CO[P@@](=O)([O-])C#N.


Record 7
Here is a structure of composition C25H30N4O3PSe3Tl in a non-equilibrium geometry from OMol25. Energies are from ωB97M-V/def2-TZVPD.

Structure (XYZ):
```
67
Properties=species:S:1:pos:R:3:forces:R:3
P -0.160 -0.276 -2.664 0.1 -0.1 0.1
C 0.873 3.339 2.914 -0.3 -0.9 -0.3
H -3.231 -4.039 -3.196 0.0 0.0 0.0
H -2.392 0.728 -4.225 0.0 0.0 0.0
Se 1.763 -0.417 4.767 0.1 0.0 0.3
N -2.334 1.608 -1.393 0.1 0.2 -0.1
H -1.127 -2.994 -2.459 0.0 0.0 0.0
H -1.194 4.987 5.068 0.0 0.0 0.0
H -1.703 2.330 -1.705 0.0 0.0 0.1
C -1.486 3.017 4.215 -0.2 -0.5 -0.1
H -0.703 -0.653 5.216 0.0 0.0 0.0
C -1.866 -2.409 -2.993 0.1 -0.1 0.0
H 4.038 -3.536 4.178 0.0 0.0 0.0
H -0.243 0.361 -5.491 0.0 0.0 -0.1
C 0.709 2.280 -5.690 0.0 0.0 -0.1
O -0.482 0.270 -1.161 0.0 0.1 -0.3
C 1.450 3.306 -3.637 0.0 0.0 0.0
H -3.476 -0.268 0.213 0.0 0.1 0.0
O 1.330 -1.729 -0.037 -0.2 0.4 -0.5
H -0.068 -2.146 4.465 -0.1 0.0 0.0
C 1.016 -2.302 -1.131 0.4 0.3 0.1
C -3.044 -2.999 -3.422 0.0 0.0 0.0
N -2.642 2.691 4.772 0.1 0.4 0.1
Tl 1.888 0.477 1.074 0.4 -1.2 -0.2
H 4.072 -4.475 1.755 0.0 0.0 0.0
C 3.646 -2.552 3.923 -0.2 0.1 -0.3
H 1.685 4.183 -5.576 0.0 0.0 0.0
H 0.614 2.304 -6.766 0.0 0.0 0.0
C -3.976 -2.261 -4.139 0.1 0.0 0.0
O 0.627 -3.442 -1.301 -0.1 0.0 0.0
C -1.642 -1.061 -3.280 0.5 0.2 -0.2
C 0.354 1.170 -3.593 -0.2 -0.3 0.0
H -1.956 -1.337 0.210 0.1 0.0 -0.1
H 2.136 -0.825 -2.306 -0.1 0.1 -0.1
H -1.562 0.253 2.477 0.0 0.1 0.2
C 2.992 -1.929 5.149 -0.1 0.1 -0.3
C -0.784 4.226 4.419 0.5 0.3 -0.1
C -2.434 -0.400 -0.041 0.0 -0.1 0.2
H 1.928 4.131 -3.127 0.0 0.0 0.0
H -4.471 -0.356 -4.994 0.0 0.0 0.0
C 1.217 -1.399 -2.431 -0.3 -0.2 0.5
N 0.232 2.206 2.665 0.2 0.4 0.0
Se -3.194 1.148 4.245 0.3 -0.3 -0.4
H 4.468 -1.934 3.559 0.0 0.0 0.1
C 3.620 -3.637 1.231 0.1 0.0 0.0
H -4.885 -2.735 -4.483 0.0 0.0 0.0
C -1.811 0.485 -0.821 -0.1 0.0 0.4
H 1.293 -2.027 -3.320 0.0 0.0 0.0
H 3.055 -3.999 0.378 0.0 0.0 0.0
H 1.828 3.450 2.414 0.0 0.1 0.0
C 0.229 1.191 -4.981 0.0 0.0 0.1
H 2.380 -2.658 5.676 0.0 0.1 0.0
Se 2.378 -2.753 2.420 0.2 0.4 0.5
H -3.249 1.906 -1.102 0.0 0.0 -0.1
H 3.749 -1.544 5.829 -0.1 0.0 0.0
C 1.316 3.333 -5.020 0.0 0.0 0.0
C -0.925 2.049 3.311 -0.4 0.0 0.3
C 0.977 2.221 -2.919 0.0 0.0 0.0
H 0.987 5.268 3.865 0.1 0.0 0.0
C 0.401 4.367 3.755 -0.5 0.4 0.5
C -3.743 -0.922 -4.430 0.0 0.0 0.0
C 0.114 -1.369 5.204 0.2 -0.1 -0.1
H 0.216 -1.804 6.195 0.0 0.0 0.0
H 4.389 -2.938 0.908 0.0 0.0 0.0
N -1.701 0.962 3.208 -0.2 0.1 -0.3
C -2.577 -0.314 -4.001 0.0 0.0 0.0
H 1.090 2.186 -1.841 0.0 0.0 0.0
```
Positions in Å, forces in eV/Å.

As for the total charge: +2. The highest occupied orbital energy comes out at -0.4447 Eh. Its relative energy (zero: lowest compared OMol25 entry of this formula, charge and spin) is 31.0 kcal/mol.


Record 8
Here is a cluster of 18 separate species, H36O18 in total in a non-equilibrium geometry from OMol25. Energies are from ωB97M-V/def2-TZVPD.

Structure (XYZ):
```
54
Properties=species:S:1:pos:R:3:forces:R:3
H -0.193 -1.925 1.863 -0.7 -0.9 -0.7
H 2.175 -0.610 3.350 0.6 0.9 -0.1
H 1.025 2.466 2.246 0.0 -0.8 0.9
O 2.650 -5.161 -0.178 -0.6 0.3 -0.7
H -0.007 -2.551 -1.319 0.0 -0.2 -0.6
O -0.647 -2.296 -4.961 0.6 0.6 0.4
H 2.333 5.153 0.656 -0.2 0.3 -0.1
H 2.724 -5.902 0.428 0.2 0.2 0.3
O -1.141 -3.490 1.744 1.6 -0.2 -0.1
H 1.325 2.283 -4.114 0.0 0.0 0.2
H 1.981 -0.848 0.421 0.2 0.3 0.4
O 3.172 5.420 0.265 0.0 -0.6 0.2
H -3.816 0.733 -1.549 -0.1 0.2 0.2
O -2.973 -0.385 -3.379 -0.5 -0.3 0.3
O 0.056 -1.169 1.276 0.9 0.7 -0.2
H 3.676 2.805 -1.085 0.4 -1.7 -0.8
O 0.134 2.108 2.218 -0.7 0.7 -1.3
H -5.314 0.541 -1.354 0.0 0.0 0.2
H -0.679 -1.002 0.664 -0.1 -0.4 -0.2
O 2.000 0.132 2.725 -0.6 -2.0 0.4
H -0.445 -1.970 -2.730 0.4 -0.3 -0.3
H -1.990 0.719 0.840 -0.6 0.3 -0.1
H -2.909 -1.725 4.200 0.2 -0.2 0.3
H -2.653 -1.553 2.737 0.2 -0.4 0.2
H -2.339 -0.698 -2.725 0.1 0.0 -0.1
H -3.833 -0.536 -2.921 0.7 0.1 -0.5
O 5.348 1.755 2.269 -0.1 -0.1 -0.3
H 3.794 4.835 0.716 0.2 0.3 -0.1
H 5.253 1.030 2.892 0.0 0.1 0.1
H -3.602 -2.729 0.277 -0.3 0.1 -0.6
O -0.670 -2.040 -1.793 -0.5 0.5 0.7
H -0.186 2.624 -4.246 0.1 0.0 0.2
H -0.648 -1.359 -5.251 -0.5 -0.9 0.2
O -2.292 -2.018 3.517 -0.6 0.9 -0.2
H 2.270 -2.357 0.164 0.1 -0.2 0.1
H 4.758 2.448 2.573 0.0 0.0 0.2
O -1.652 5.346 0.763 -0.4 -0.1 1.1
O 2.128 -1.506 -0.288 -0.9 0.1 0.2
H -1.245 -3.670 2.682 -0.6 -0.1 0.0
H -0.907 5.877 0.488 0.0 -0.1 -0.7
H 3.517 1.377 -0.574 0.3 0.0 -0.1
O -4.463 0.129 -1.158 -0.2 0.2 -0.2
H -0.135 1.404 2.807 0.9 0.4 0.6
O -2.083 1.683 0.878 0.8 -0.6 -0.3
H -1.519 -2.541 -4.632 -0.2 0.4 -0.4
H -2.580 -1.899 -0.601 -0.3 -0.4 -0.2
O 3.835 1.846 -1.357 -0.7 1.8 0.9
H 1.131 -0.214 2.428 0.5 1.0 -0.2
H -1.144 1.956 1.008 -0.7 0.3 0.2
O 0.629 2.501 -4.738 0.0 -0.1 -0.3
H 3.094 -4.386 0.165 0.5 -0.5 0.4
H -1.967 4.727 0.103 0.4 0.2 -0.4
O -2.988 -1.989 0.268 0.6 0.2 0.7
H -1.992 -3.371 1.318 -0.2 0.2 0.2
```
Positions in Å, forces in eV/Å.

As for the total charge: +1. As for the multiplicity: 2. The highest occupied orbital energy (spin up / spin down) comes out at -0.4941 / -0.4941 Eh. Its relative energy (zero: lowest compared OMol25 entry of this formula, charge and spin) is 37.6 kcal/mol.